Entry 1:
Here is one molecule with the formula C7H10N2O from the Open Molecules 2025 dataset. Energies are from ωB97M-V/def2-TZVPD.

Atoms and positions in Å:
C 0.515 1.537 -0.701
C 0.369 1.434 0.793
C -0.098 -2.135 -0.088
C 0.783 -1.006 -0.621
C 0.366 -1.042 0.817
C 0.072 0.213 -1.340
C -0.355 0.200 1.230
N -1.430 0.068 -1.087
N -1.770 0.090 0.081
O -2.884 -0.034 0.601
H -0.038 2.335 -1.046
H 1.504 1.755 -0.854
H 1.377 1.531 1.087
H -0.004 2.368 1.190
H -1.119 -2.335 -0.232
H 0.378 -3.112 -0.079
H 1.720 -1.145 -1.053
H 1.038 -1.320 1.590
H 0.304 0.180 -2.461
H -0.728 0.418 2.174

Computed properties:
**HOMO-LUMO gap**: 9.77 eV
**Energy relative to the best compared isomer or geometry (same formula, charge and spin)**: 535.5 kJ/mol
**Structure (SMILES)**: [O-][N+]1=N[C@H]2CC[C@@H]1[C@H]1C[C@H]12
**HOMO level**: -8.945 eV

***

Entry 2:
Here is a 7-piece molecular cluster, C24H40O21 overall from the Open Molecules 2025 dataset. Energies are from ωB97M-V/def2-TZVPD.

Atoms and positions in Å:
C 2.007 -0.856 4.986
C 0.532 -0.707 5.440
O 0.093 -2.020 5.433
C 0.763 -2.696 4.470
O 0.299 -3.735 3.981
O 1.827 -2.041 4.207
H 2.756 -1.059 5.751
H 2.184 -0.046 4.278
H -0.060 -0.090 4.764
H 0.441 -0.147 6.370
C 1.202 -5.880 1.205
C 0.031 -4.876 1.189
O -0.621 -5.265 -0.032
C 0.192 -5.968 -0.799
O -0.049 -6.463 -1.900
O 1.385 -6.154 -0.162
H 1.050 -6.734 1.864
H 2.152 -5.522 1.602
H 0.417 -3.857 1.140
H -0.648 -4.974 2.036
C 0.142 1.152 -4.248
C 0.982 0.482 -5.170
O 0.288 -0.528 -5.663
C -0.995 -0.260 -5.492
O -1.844 -0.925 -5.988
O -1.068 0.808 -4.698
H 0.338 2.223 -4.186
H 0.376 0.783 -3.249
H 1.864 0.088 -4.667
H 1.253 1.168 -5.972
C 2.141 5.903 -2.431
C 2.036 4.551 -3.080
O 1.066 3.903 -2.381
C 0.622 4.692 -1.375
O -0.290 4.426 -0.592
O 1.288 5.908 -1.327
H 1.859 6.707 -3.111
H 3.151 5.977 -2.028
H 2.962 3.976 -3.088
H 1.799 4.518 -4.144
C -4.724 3.615 -0.196
C -3.399 3.889 0.620
O -3.569 3.006 1.701
C -2.954 3.267 2.839
O -1.881 3.852 2.977
O -3.590 2.739 3.898
C -4.731 1.934 3.851
H -4.828 4.178 -1.123
H -5.647 3.838 0.339
H -4.860 2.534 -0.207
H -3.323 4.920 0.966
H -2.436 3.767 0.124
H -5.088 1.614 2.871
H -5.581 2.461 4.284
H -4.395 1.043 4.381
C 5.979 -2.672 -0.709
C 4.937 -1.681 -0.066
O 3.777 -1.832 -0.753
C 2.560 -1.622 -0.071
O 2.458 -1.305 1.071
O 1.480 -1.869 -0.906
C 1.683 -1.876 -2.319
H 6.124 -3.657 -0.265
H 6.985 -2.253 -0.692
H 5.742 -2.719 -1.772
H 5.183 -0.619 -0.038
H 4.880 -1.950 0.988
H 2.515 -1.265 -2.669
H 0.743 -1.461 -2.683
H 1.854 -2.909 -2.623
C -2.660 -2.071 1.694
C -1.364 -1.148 1.740
O -1.590 0.077 1.081
C -1.610 0.213 -0.267
O -1.503 -0.724 -1.105
O -1.955 1.476 -0.586
C -2.116 1.927 -1.903
H -2.359 -3.048 2.075
H -3.156 -2.004 0.726
H -3.474 -1.705 2.320
H -0.463 -1.610 1.336
H -1.116 -0.830 2.753
H -2.755 1.212 -2.422
H -1.134 1.889 -2.373
H -2.564 2.918 -1.818

Computed properties:
**2S+1**: 2
**HOMO-LUMO gap (spin up / spin down)**: 8.88 / 2.94 eV
**Total charge**: +1
**HOMO level (spin up / spin down)**: -12.440 / -12.439 eV

***

Entry 3:
Here is one molecule with the formula C3H3IN2O from the Open Molecules 2025 dataset. Energies are from ωB97M-V/def2-TZVPD.

Atoms and positions in Å:
C 2.178 -1.644 -0.157
C 1.438 0.814 -0.043
C 0.189 0.040 0.224
N 1.675 -2.643 0.111
N 2.660 -0.478 -0.436
O 1.794 1.905 -0.216
I 4.502 0.132 0.054
H 0.159 -0.747 -0.584
H 0.147 -0.494 1.272
H -0.758 0.784 0.278

Computed properties:
**HOMO-LUMO gap**: 8.67 eV
**Energy relative to the best compared isomer or geometry (same formula, charge and spin)**: 160.9 kJ/mol
**Structure (SMILES)**: CC(=O)N(I)C#N
**HOMO level**: -9.200 eV

***

Entry 4:
Here is C34H52BN7ORhS2Si3 as an isolated structure from the Open Molecules 2025 dataset. Energies are from ωB97M-V/def2-TZVPD.

Atoms and positions in Å:
Rh 0.542 -0.029 1.034
B 2.613 0.752 3.729
N 1.167 0.411 4.163
C 0.689 0.401 5.410
C -0.626 -0.034 5.383
C -0.869 -0.284 4.038
N 0.211 -0.006 3.302
N 3.160 -0.423 2.872
C 4.335 -1.049 3.037
C 4.540 -1.898 1.963
C 3.402 -1.724 1.173
N 2.587 -0.829 1.727
H 2.616 1.782 3.087
H 3.299 0.838 4.711
H 1.319 0.690 6.235
H -1.297 -0.164 6.213
H -1.769 -0.662 3.582
H 4.936 -0.855 3.911
H 5.370 -2.563 1.797
H 3.124 -2.182 0.242
C 0.063 0.971 -2.806
Si -1.663 0.985 -2.052
C -2.790 2.026 -3.129
C -2.246 -0.799 -2.180
C -1.752 1.646 -0.303
Si -1.611 3.508 -0.047
C -3.334 4.245 -0.214
C -0.513 4.330 -1.338
C -0.968 3.997 1.644
Si -2.950 0.779 0.814
C -3.167 1.502 2.525
C -4.672 0.820 0.058
C -2.478 -1.069 1.042
C -3.487 -2.015 1.195
C -3.180 -3.342 1.456
C -1.851 -3.708 1.573
C -0.888 -2.727 1.415
N -1.184 -1.456 1.149
H -0.008 0.590 -3.829
H 0.678 0.289 -2.216
H 0.548 1.947 -2.837
H -2.798 1.602 -4.137
H -2.478 3.070 -3.206
H -3.816 2.003 -2.753
H -2.194 -1.129 -3.222
H -3.278 -0.926 -1.852
H -1.628 -1.474 -1.588
H -3.768 4.075 -1.201
H -3.242 5.326 -0.074
H -4.031 3.876 0.540
H -0.172 3.651 -2.119
H 0.375 4.750 -0.862
H -1.042 5.151 -1.828
H -1.667 3.762 2.446
H -0.844 5.084 1.629
H 0.000 3.562 1.896
H -3.706 2.450 2.453
H -2.234 1.677 3.058
H -3.778 0.826 3.129
H -4.919 1.846 -0.226
H -5.398 0.515 0.817
H -4.812 0.187 -0.817
H -4.521 -1.707 1.105
H -3.967 -4.076 1.572
H -1.558 -4.727 1.785
H 0.165 -2.956 1.507
C 4.926 0.365 -1.422
N 3.560 0.768 -1.143
C 3.211 1.461 -0.077
N 4.132 1.870 0.781
S 1.545 1.910 0.177
H 4.965 -0.048 -2.424
H 5.262 -0.398 -0.716
H 5.591 1.229 -1.376
H 2.813 0.461 -1.747
H 5.062 1.480 0.764
H 3.804 2.270 1.653
O 0.969 -1.747 -0.802
S 0.878 -2.366 -2.167
C 0.794 -4.117 -1.874
C 1.240 -4.650 -0.674
C 1.143 -6.019 -0.473
C 0.604 -6.832 -1.462
C 0.156 -6.283 -2.656
C 0.245 -4.915 -2.867
C 2.481 -2.289 -2.959
C 3.593 -3.001 -2.523
C 4.774 -2.919 -3.244
C 4.838 -2.147 -4.399
C 3.725 -1.440 -4.831
C 2.540 -1.507 -4.107
H 1.651 -3.998 0.086
H 1.490 -6.452 0.457
H 0.528 -7.899 -1.299
H -0.271 -6.918 -3.420
H -0.115 -4.474 -3.789
H 3.534 -3.649 -1.657
H 5.639 -3.482 -2.918
H 5.757 -2.107 -4.970
H 3.770 -0.851 -5.737
H 1.658 -0.981 -4.451

Computed properties:
**2S+1**: 5
**HOMO-LUMO gap (spin up / spin down)**: 7.98 / 7.11 eV
**Total charge**: +1
**Energy relative to the best compared isomer or geometry (same formula, charge and spin)**: 21.1 kJ/mol
**HOMO level (spin up / spin down)**: -10.260 / -11.115 eV

***

Entry 5:
Here is one molecule with the formula C4H7NO from the Open Molecules 2025 dataset. Energies are from ωB97M-V/def2-TZVPD.

Atoms and positions in Å:
C 1.669 0.129 0.206
C -0.585 -0.827 -0.211
C 0.512 1.124 0.088
N -0.673 0.455 -0.312
C -1.820 -1.474 -0.166
O -2.574 -1.538 -1.100
H 1.574 -0.641 0.973
H 1.933 -0.384 -0.720
H 2.515 0.747 0.491
H 0.306 1.645 1.026
H 0.750 1.863 -0.664
H -1.555 0.961 -0.335
H -2.052 -2.060 0.724

Computed properties:
**HOMO-LUMO gap**: 9.20 eV
**Energy relative to the best compared isomer or geometry (same formula, charge and spin)**: 344.1 kJ/mol
**HOMO level**: -8.560 eV

***

Values of F_max, in order: 4.834; 6.020; 4.045; 1.046; 1.822, all in eV Å⁻¹.
Values of energy, in order: -12443.899; -68520.869; -16285.328; -97565.591; -7796.078, all in eV.